Record 1
# CH3BrFOP

A structure of composition CH3BrFOP at a distorted geometry (ωB97M-V with the def2-TZVPD basis set, the Open Molecules 2025 dataset).

## Properties
2S+1 = 1
Gap between HOMO and LUMO (alpha / beta) = 7.5 / 7.5 eV
Relative energy (zero: lowest compared OMol25 entry of this formula, charge and spin) = 58.8 kcal/mol

Last column: natural (NBO) charge in e.
CARTESIAN COORDINATES (ANGSTROEM)
C: -1.18705 0.27373 -0.05938  -0.267
O: -0.15509 -0.71395 0.36218  -0.808
F: 1.86073 -1.75378 0.48670  -0.568
P: 1.07449 -0.92317 -0.65650  1.594
Br: 2.69152 1.53019 0.02104  -0.574
H: -1.21564 0.96215 0.78214  0.220
H: -2.14899 -0.09553 0.06037  0.206
H: -0.91995 0.72037 -0.99656  0.198

***

Record 2
# C11H9CsF6N5O5S3

A structure of composition C11H9CsF6N5O5S3 at a distorted geometry (ωB97M-V with the def2-TZVPD basis set, the Open Molecules 2025 dataset).

## Properties
Total charge = -1
2S+1 = 1
Gap between HOMO and LUMO = 5.3 eV
Relative energy (zero: lowest compared OMol25 entry of this formula, charge and spin) = 17.1 kcal/mol

Last column: natural (NBO) charge in e.
CARTESIAN COORDINATES (ANGSTROEM)
Cs: -11.83340 2.85337 12.33642  0.976
F: -6.23584 1.54255 9.89993  -0.311
C: -7.17085 2.49523 9.63530  0.737
F: -7.67691 2.25445 8.38794  -0.316
F: -6.57977 3.72685 9.58338  -0.311
S: -8.61361 2.41136 10.80514  2.225
O: -9.58302 3.42854 10.41747  -0.935
O: -9.13239 1.06531 10.69007  -0.947
N: -7.83469 2.72998 12.15664  -1.250
S: -8.07480 2.49207 13.71236  2.229
O: -6.88879 2.81723 14.45565  -0.920
O: -9.38944 2.92460 14.26986  -0.978
C: -8.07529 0.66437 13.86596  0.723
F: -7.75032 0.34066 15.07749  -0.284
F: -7.23702 0.21655 12.93875  -0.300
F: -9.36201 0.29665 13.49048  -0.345
O: -14.50089 6.77007 8.23888  -0.653
N: -13.56607 7.15647 7.44346  0.028
C: -13.88185 8.17612 6.61637  -0.004
C: -12.92881 8.71974 5.74580  -0.309
C: -11.63769 8.28387 5.88897  -0.230
C: -11.33529 7.23121 6.68272  -0.276
C: -12.31560 6.50643 7.39405  -0.002
S: -12.21740 5.07099 8.26239  -0.372
H: -14.86448 8.62541 6.66917  0.203
H: -13.39498 9.52006 5.10259  0.207
H: -10.89818 8.78778 5.27484  0.202
H: -10.27965 6.95084 6.90785  0.227
N: -16.03112 7.74985 11.17500  -0.802
C: -15.62662 6.97376 12.21647  0.369
C: -14.71635 5.86485 11.89704  -0.028
N: -14.29341 4.99101 12.82602  -0.441
C: -14.88985 5.11511 14.09452  -0.112
C: -15.73467 6.20725 14.37931  0.012
N: -16.07915 7.08508 13.46406  -0.487
H: -15.43806 7.66870 10.34717  0.448
H: -16.77370 8.43719 11.37652  0.406
H: -14.33882 5.78732 10.87287  0.245
H: -14.61720 4.33658 14.79487  0.189
H: -16.08701 6.32822 15.40019  0.189

***

Record 3
# C4H7NO

An isolated molecule of C4H7NO (ωB97M-V with the def2-TZVPD basis set, the Open Molecules 2025 dataset).

## Properties
2S+1 = 1
Structure (SMILES) = C[C@H]1CN=CO1
Gap between HOMO and LUMO = 10.7 eV
Relative energy (zero: lowest compared OMol25 entry of this formula, charge and spin) = 22.7 kcal/mol

Last column: natural (NBO) charge in e.
CARTESIAN COORDINATES (ANGSTROEM)
C: -0.80874 0.60627 1.18238  -0.634
C: -0.04492 0.66738 -0.13068  0.067
C: 1.24205 -0.16326 -0.16470  -0.280
N: 0.82186 -1.46144 -0.71105  -0.470
C: -0.29600 -1.22174 -1.25810  0.373
O: -0.84123 0.01395 -1.15243  -0.498
H: -1.77129 1.11871 1.09762  0.221
H: -0.99962 -0.43455 1.46593  0.217
H: -0.23353 1.08125 1.98349  0.214
H: 0.13099 1.69946 -0.43932  0.194
H: 1.97297 0.27454 -0.85582  0.201
H: 1.71059 -0.23945 0.81988  0.206
H: -0.89108 -1.92888 -1.82858  0.188

***

Record 4
# C5H9NOS

An isolated molecule of C5H9NOS at a distorted geometry (ωB97M-V with the def2-TZVPD basis set, the Open Molecules 2025 dataset).

## Properties
2S+1 = 1
Structure (SMILES) = C=C(OC=S)[C@@H](C)N
Gap between HOMO and LUMO = 9.1 eV
Relative energy (zero: lowest compared OMol25 entry of this formula, charge and spin) = 49.1 kcal/mol

Last column: natural (NBO) charge in e.
CARTESIAN COORDINATES (ANGSTROEM)
C: -1.09476 -1.57242 0.52598  -0.604
C: -0.77685 -0.42414 -0.38685  -0.107
C: 0.36572 0.32988 0.21666  0.326
C: 0.30334 1.60732 0.61227  -0.502
C: 2.67516 0.29889 -0.22960  0.022
H: -1.54111 -1.20280 1.43536  0.218
H: -1.76162 -2.26176 0.02388  0.203
H: -0.25605 -2.19214 0.68850  0.225
H: -0.40948 -0.89181 -1.28578  0.178
H: -1.69850 1.19771 -1.23809  0.372
H: -2.66533 -0.17148 -0.88997  0.367
H: 1.18242 2.08387 0.98645  0.202
H: -0.60026 2.18038 0.80434  0.234
H: 2.53251 1.30794 -0.68442  0.190
N: -1.92749 0.41841 -0.58739  -0.829
O: 1.53103 -0.33283 0.12954  -0.491
S: 4.14126 -0.37502 -0.12089  -0.003

***

Record 5
# C2H8FN2O2

A cluster of 2 separate species, C2H8FN2O2 in total at a distorted geometry (ωB97M-V with the def2-TZVPD basis set, the Open Molecules 2025 dataset).

## Properties
Total charge = +1
2S+1 = 1
Gap between HOMO and LUMO = 11.2 eV
Relative energy (zero: lowest compared OMol25 entry of this formula, charge and spin) = 113.9 kcal/mol

Last column: natural (NBO) charge in e.
CARTESIAN COORDINATES (ANGSTROEM)
C: 1.79117 -0.63843 -0.10698  -0.439
C: -1.04273 -0.08637 0.18379  0.893
N: -1.73404 0.48140 -0.80193  -0.811
N: 0.84006 0.47779 -0.15772  -0.716
O: -0.92761 -1.38978 0.18784  -0.624
O: -1.12063 0.40484 1.45004  -0.118
F: -1.24840 1.78626 1.47640  -0.078
H: 1.34853 -1.51025 -0.58864  0.220
H: 2.71639 -0.39198 -0.63002  0.232
H: 2.02964 -0.87570 0.92893  0.219
H: -1.93664 -0.04247 -1.63882  0.442
H: -1.98459 1.45679 -0.76380  0.441
H: 0.82824 0.88106 -1.09409  0.399
H: 1.10514 1.20364 0.50348  0.406
H: -0.66453 -1.75679 1.05152  0.535

***

Record 6
# C28H38FeN6O10P2

A structure of composition C28H38FeN6O10P2 at a distorted geometry (ωB97M-V with the def2-TZVPD basis set, the Open Molecules 2025 dataset).

## Properties
Total charge = +1
2S+1 = 6
Gap between HOMO and LUMO (alpha / beta) = 6.7 / 4.3 eV
Relative energy (zero: lowest compared OMol25 entry of this formula, charge and spin) = 41.8 kcal/mol

Last column: Mulliken spin population.
CARTESIAN COORDINATES (ANGSTROEM)
Fe: -0.04154 0.14407 -0.01736  4.343
O: -6.73165 -1.82634 0.30413  0.006
C: -5.71638 -2.23237 -0.24420  0.002
O: -5.31295 -3.22317 -0.85876  0.002
C: -4.52311 -1.15001 -0.15334  0.010
C: -3.97754 -0.66938 -1.33528  0.003
C: -2.86786 0.15324 -1.23205  -0.017
N: -2.35811 0.47762 -0.05987  0.153
C: -2.90784 0.08052 1.07750  -0.017
C: -4.01335 -0.76461 1.07996  0.003
C: -2.24022 0.62121 2.26916  0.016
C: -2.84210 0.71321 3.51474  0.003
C: -2.13909 1.31077 4.55116  0.000
C: -0.85428 1.77300 4.31740  0.003
C: -0.32436 1.62295 3.04596  0.008
N: -1.00375 1.08504 2.04304  0.103
C: -2.11290 0.74194 -2.34895  0.006
C: -2.61065 0.88182 -3.63596  0.000
C: -1.80974 1.47282 -4.60094  0.000
C: -0.53979 1.90711 -4.25098  0.007
C: -0.12779 1.74123 -2.93715  0.010
N: -0.88283 1.17072 -2.00898  0.088
H: -4.37856 -0.96675 -2.29354  0.000
H: -4.44573 -1.13354 1.99857  0.001
H: -3.84961 0.35452 3.66322  0.000
H: -2.59188 1.41781 5.52695  0.000
H: -0.27863 2.23643 5.10468  0.000
H: 0.68295 1.94883 2.82056  0.004
H: -3.61374 0.56319 -3.87965  0.000
H: -2.17666 1.60868 -5.60893  0.000
H: 0.11575 2.36822 -4.97503  0.001
H: 0.85073 2.07176 -2.61501  0.003
C: 1.62793 -3.12197 4.12814  0.001
C: 1.01885 -2.06048 3.22855  0.009
O: 0.26039 -1.09364 3.95579  0.001
P: 2.27870 -1.09599 2.34020  0.002
O: 3.21937 -0.45223 3.43948  0.002
O: 3.28864 -2.10280 1.65729  0.001
O: 1.76714 -0.06632 1.39330  0.050
P: -0.10752 -2.76926 1.94747  -0.007
O: 0.95258 -3.63476 1.04495  0.002
O: -1.12278 -3.63060 2.56786  0.013
O: -0.57276 -1.60518 1.10105  0.063
H: 2.19686 -2.66716 4.93922  0.000
H: 2.29221 -3.75804 3.54446  0.000
H: 0.83573 -3.73777 4.55285  0.000
H: -0.62943 -1.45727 4.07765  0.000
H: 2.79062 -0.32893 4.29772  0.000
H: 2.85023 -2.63992 0.97531  0.000
H: 0.71811 -4.56870 1.15102  0.000
C: -2.48461 -4.36276 -1.85148  -0.001
C: -1.64045 -3.51609 -2.81559  0.001
C: -2.52536 -2.91838 -3.92171  0.000
C: -0.50044 -4.34373 -3.43316  0.000
C: -1.02376 -2.41467 -2.09272  -0.003
N: -0.51662 -1.53398 -1.56330  0.069
H: -2.89106 -5.21673 -2.39168  0.000
H: -3.32038 -3.79210 -1.44210  0.000
H: -1.88262 -4.73088 -1.02085  0.000
H: -2.87332 -3.71920 -4.57197  0.000
H: -1.97393 -2.19358 -4.52202  0.000
H: -3.39645 -2.42834 -3.48948  0.000
H: -0.92049 -5.16239 -4.01479  0.000
H: 0.13690 -4.76488 -2.65641  0.000
H: 0.11342 -3.72870 -4.09191  0.000
C: 4.43780 2.63441 -0.23756  0.001
N: 3.08162 2.35192 -0.69317  0.001
C: 2.05656 2.95376 0.14638  0.011
C: 2.76043 1.23241 -1.38814  0.008
O: 1.64354 0.68094 -1.26215  0.031
N: 3.65552 0.74041 -2.27764  0.005
C: 3.39592 -0.56690 -2.86225  -0.001
C: 4.57737 1.57805 -3.02905  0.000
H: 4.46521 2.57207 0.85262  0.000
H: 4.74556 3.63584 -0.54207  0.000
H: 5.13779 1.90592 -0.63085  0.000
H: 2.27459 4.01603 0.24475  0.000
H: 2.04321 2.49317 1.13835  -0.002
H: 1.07519 2.82541 -0.30808  0.002
H: 2.72566 -1.12302 -2.21423  0.001
H: 4.33856 -1.10437 -2.96390  0.000
H: 2.93114 -0.47469 -3.84782  0.000
H: 4.36463 2.62999 -2.85732  0.000
H: 4.45054 1.37425 -4.09356  0.000
H: 5.61763 1.37071 -2.77171  0.000

***

Q: Among the records above, which one has the lowest relative energy (zero: lowest compared OMol25 entry of this formula, charge and spin)?
A: C11H9CsF6N5O5S3